# 1
A cluster of 6 separate species, C26H55NO12 in total in a non-equilibrium geometry. Source: OMol25; level of theory: ωB97M-V/def2-TZVPD.

Properties
Energy relative to the best compared isomer or geometry (same formula, charge and spin) = 0.0 kJ/mol
HOMO-LUMO gap = 9.085 eV
E_tot = -1980.992162 a.u.
Lowest unoccupied orbital energy = -0.2 eV
Molecular weight = 573.72 g/mol
SMILES string = O=[N+]([O-])c1ccccc1.COCCOC.COCCOC.COCCOC.COCCOC.COCCOC
Net charge = 0

CARTESIAN COORDINATES (ANGSTROEM)
O (-8.9347, -6.9179, 6.0203)
N (-7.8116, -6.9661, 5.5456)
O (-7.5190, -6.6338, 4.4126)
C (-6.7458, -7.4782, 6.4201)
C (-7.0784, -7.9769, 7.6665)
C (-6.0692, -8.2513, 8.5614)
C (-4.7443, -8.1141, 8.1766)
C (-4.4204, -7.6422, 6.9064)
C (-5.4281, -7.2488, 6.0496)
H (-8.1108, -8.1226, 7.9511)
H (-6.2868, -8.5999, 9.5579)
H (-3.9357, -8.4293, 8.8263)
H (-3.3901, -7.5324, 6.5940)
H (-5.2152, -6.8615, 5.0629)
C (-9.8065, -6.4273, 9.6009)
O (-8.6250, -6.9333, 10.1731)
C (-8.7427, -7.2207, 11.5547)
C (-7.6640, -8.1947, 11.9158)
O (-7.8802, -9.3746, 11.1944)
C (-6.8922, -10.3484, 11.4401)
H (-10.2636, -5.6195, 10.1806)
H (-10.5414, -7.2284, 9.4370)
H (-9.5573, -6.0485, 8.6071)
H (-9.7299, -7.6635, 11.7600)
H (-8.6831, -6.2938, 12.1387)
H (-7.6538, -8.3959, 12.9987)
H (-6.6789, -7.7532, 11.6865)
H (-5.8750, -9.9677, 11.3130)
H (-7.0870, -11.1970, 10.7833)
H (-6.9850, -10.7716, 12.4553)
C (-4.1832, -10.3534, 4.2721)
O (-5.1599, -9.9222, 3.3533)
C (-6.4520, -10.3006, 3.6960)
C (-7.3699, -9.7646, 2.6124)
O (-8.6331, -10.3699, 2.7508)
C (-9.6067, -9.7371, 1.9576)
H (-4.4773, -10.0644, 5.2890)
H (-3.2472, -9.8501, 4.0389)
H (-4.0469, -11.4394, 4.2236)
H (-6.8091, -9.8508, 4.6392)
H (-6.5820, -11.3851, 3.8200)
H (-6.9383, -9.9416, 1.6167)
H (-7.4348, -8.6734, 2.7322)
H (-10.5671, -10.1981, 2.1831)
H (-9.4000, -9.9136, 0.8925)
H (-9.6628, -8.6635, 2.1592)
C (-3.5777, -7.6234, 11.7189)
O (-3.6389, -9.0257, 11.9100)
C (-2.8754, -9.4983, 12.9919)
C (-3.6213, -9.4715, 14.3003)
O (-3.7290, -8.1540, 14.7791)
C (-4.4502, -8.0877, 15.9770)
H (-2.5881, -7.2882, 11.3771)
H (-3.7924, -7.1089, 12.6574)
H (-4.3200, -7.3323, 10.9791)
H (-1.9564, -8.9005, 13.0848)
H (-2.5684, -10.5315, 12.8221)
H (-3.1026, -10.1176, 15.0236)
H (-4.6197, -9.8963, 14.1112)
H (-4.0279, -8.7537, 16.7432)
H (-5.5072, -8.3443, 15.8312)
H (-4.3938, -7.0770, 16.3787)
C (-0.6100, -11.7372, 10.6653)
O (-0.2149, -10.7523, 9.7522)
C (-1.1736, -9.7201, 9.6225)
C (-0.8727, -8.7948, 8.4545)
O (-1.3978, -9.2530, 7.2443)
C (-0.7834, -10.4370, 6.7876)
H (-0.7200, -11.3169, 11.6777)
H (0.1721, -12.4899, 10.6833)
H (-1.5868, -12.1642, 10.4010)
H (-1.2069, -9.1988, 10.5908)
H (-2.1840, -10.1245, 9.4471)
H (0.2037, -8.5841, 8.4069)
H (-1.3556, -7.8543, 8.7395)
H (0.3099, -10.3891, 6.8205)
H (-1.0413, -10.5705, 5.7342)
H (-1.1436, -11.3092, 7.3379)
C (-13.1515, -8.7830, 5.2626)
O (-12.4491, -9.7362, 6.0152)
C (-11.0721, -9.6901, 5.7997)
C (-10.3251, -10.4850, 6.8276)
O (-10.7209, -10.1091, 8.1279)
C (-10.1060, -10.8943, 9.1099)
H (-13.2331, -9.0820, 4.2057)
H (-12.6458, -7.8065, 5.2786)
H (-14.1490, -8.6625, 5.6753)
H (-10.6858, -8.6623, 5.7596)
H (-10.8460, -10.1395, 4.8149)
H (-9.2584, -10.2541, 6.6759)
H (-10.4625, -11.5625, 6.6620)
H (-10.4907, -11.9229, 9.0886)
H (-10.3106, -10.4400, 10.0769)
H (-9.0161, -10.9385, 8.9705)

Here are the Mulliken charges for atoms 1 to 6, given in e:
1 O -0.66
2 N 1.27
3 O -0.67
4 C -0.54
5 C -0.08
6 C -0.16


# 2
A cluster of 9 separate species, C23H37Cl4F3O21 in total in a non-equilibrium geometry. Source: OMol25; level of theory: ωB97M-V/def2-TZVPD.

Properties
HOMO-LUMO gap = 10.896 eV
E_tot = -4618.911106 a.u.
Lowest unoccupied orbital energy = 0.2 eV
Molecular weight = 848.33 g/mol
SMILES string = O=C1OC[C@@H](F)O1.O=C1OC[C@@H](F)O1.O=C1OC[C@@H](F)O1.COC(=O)OC.COC(=O)OC.COC(=O)OC.COC(=O)OC.ClCCl.ClCCl
Net charge = 0

CARTESIAN COORDINATES (ANGSTROEM)
O (-11.7780, 12.7641, -27.8392)
C (-10.7886, 13.1183, -27.2351)
O (-9.6226, 12.4971, -27.4362)
C (-8.7088, 12.8123, -26.3948)
C (-9.3553, 14.0998, -25.9430)
F (-8.7541, 15.1495, -26.5943)
O (-10.6919, 14.0865, -26.2810)
H (-8.8388, 12.0906, -25.5884)
H (-7.7255, 12.9520, -26.8440)
H (-9.2848, 14.2276, -24.8628)
O (-0.5640, 14.8060, -28.4328)
C (-0.3707, 14.0854, -29.4556)
O (-0.2339, 14.5363, -30.7033)
C (0.6442, 13.6402, -31.4228)
C (0.2637, 12.2784, -30.7707)
F (1.2228, 11.3935, -30.6072)
O (-0.2162, 12.7292, -29.4703)
H (0.5890, 13.6335, -32.5114)
H (1.6622, 13.9215, -31.1536)
H (-0.5468, 11.8048, -31.3248)
O (-16.6184, 1.4755, -30.5533)
C (-16.2144, 2.5583, -30.8599)
O (-14.9427, 2.9098, -30.8621)
C (-14.8667, 4.2841, -31.1685)
C (-16.2357, 4.7808, -31.2911)
F (-16.4423, 5.3439, -32.5394)
O (-16.9142, 3.6021, -31.2814)
H (-14.2511, 4.8896, -30.5033)
H (-14.4249, 4.3392, -32.1634)
H (-16.5502, 5.4705, -30.5078)
C (-17.6700, 5.3614, -20.1482)
O (-16.7738, 4.7631, -21.1316)
C (-17.2089, 4.4828, -22.4417)
O (-18.3401, 4.5960, -22.8700)
O (-16.1924, 4.1320, -23.2140)
C (-14.8782, 3.7310, -22.7579)
H (-18.0720, 6.2430, -20.6475)
H (-16.9240, 5.7388, -19.4489)
H (-18.4816, 4.7906, -19.6970)
H (-14.8961, 2.8668, -22.0938)
H (-14.3861, 4.4793, -22.1366)
H (-14.2329, 3.4674, -23.5959)
C (7.7355, 10.3003, -15.7202)
O (7.1582, 10.7405, -16.9050)
C (5.9219, 10.8817, -17.0860)
O (5.0595, 11.0574, -16.2582)
O (5.6690, 10.8379, -18.4264)
C (4.3277, 11.0429, -18.8730)
H (8.8243, 10.3429, -15.7491)
H (7.4828, 9.2422, -15.6526)
H (7.3084, 10.7583, -14.8280)
H (4.0821, 10.6569, -19.8624)
H (4.1312, 12.1115, -18.7859)
H (3.6858, 10.3814, -18.2913)
C (7.0647, 13.8939, -25.5982)
O (6.0618, 12.9282, -25.8520)
C (6.3150, 11.6173, -25.6309)
O (7.3825, 11.1714, -25.3771)
O (5.1709, 10.8706, -25.7613)
C (5.2402, 9.4403, -25.4619)
H (7.0809, 14.3246, -24.5970)
H (6.7765, 14.7578, -26.1971)
H (8.0911, 13.5958, -25.8120)
H (5.7852, 9.2317, -24.5412)
H (5.6458, 8.8157, -26.2578)
H (4.2290, 9.0335, -25.4733)
C (-3.6364, 8.1081, -25.5960)
O (-4.6890, 7.1903, -25.6476)
C (-5.1601, 6.9035, -26.8369)
O (-4.8433, 7.4330, -27.9051)
O (-6.2497, 6.1535, -26.6717)
C (-7.0606, 5.7874, -27.7919)
H (-3.8625, 9.1679, -25.7132)
H (-2.8032, 7.8454, -26.2478)
H (-3.1905, 7.9590, -24.6127)
H (-7.4104, 6.6939, -28.2858)
H (-7.9764, 5.2232, -27.6157)
H (-6.4927, 5.2368, -28.5418)
Cl (-2.3335, 0.2562, -28.3017)
C (-0.7142, -0.3380, -27.9095)
Cl (0.2414, 0.9011, -27.0129)
H (-0.8311, -1.2679, -27.3530)
H (-0.1732, -0.6422, -28.8055)
Cl (-6.3496, 5.9300, -34.2527)
C (-4.7731, 5.1489, -34.2422)
Cl (-3.5007, 5.8837, -35.2951)
H (-4.3264, 4.9235, -33.2738)
H (-4.8892, 4.1387, -34.6346)

Here are the Mulliken charges for atoms 1 to 6, given in e:
1 O -0.53
2 C 0.62
3 O -0.31
4 C -0.34
5 C 0.28
6 F -0.30


# 3
A cluster of 2 separate species, CH3I2NS2 in total in a non-equilibrium geometry. Source: OMol25; level of theory: ωB97M-V/def2-TZVPD.

Properties
Energy relative to the best compared isomer or geometry (same formula, charge and spin) = 294.1 kJ/mol
HOMO-LUMO gap = 4.513 eV
E_tot = -1486.284541 a.u.
Lowest unoccupied orbital energy = -3.2 eV
Molecular weight = 346.98 g/mol
Net charge = 0

CARTESIAN COORDINATES (ANGSTROEM)
C (0.8112, -1.3264, 0.0211)
N (1.1107, 0.1222, -0.2583)
S (-3.4146, 0.0795, -1.5924)
S (0.6546, 1.5339, -0.2176)
I (-2.6431, 1.6861, -0.0889)
I (0.9643, 2.9158, 1.9115)
H (1.6305, -1.9076, -0.3941)
H (0.9663, -1.5462, 1.1031)
H (-0.0798, -1.5575, -0.4844)

Here are the Mulliken charges for atoms 1 to 6, given in e:
1 C -0.55
2 N -0.09
3 S -0.46
4 S 0.10
5 I 0.23
6 I -0.06


# 4
The molecule C3H6N2O2S in a non-equilibrium geometry. Source: OMol25; level of theory: ωB97M-V/def2-TZVPD.

Properties
Energy relative to the best compared isomer or geometry (same formula, charge and spin) = 412.6 kJ/mol
HOMO-LUMO gap = 9.616 eV
E_tot = -775.982994 a.u.
Lowest unoccupied orbital energy = 0.5 eV
Molecular weight = 134.16 g/mol
SMILES string = [H]/N=C(\NSC)OC=O
Net charge = 0

CARTESIAN COORDINATES (ANGSTROEM)
H (1.0416, -2.1185, 1.3163)
N (1.7141, -1.7356, 0.5127)
C (1.1001, -0.9487, -0.2819)
N (-0.3032, -1.0838, -0.6330)
S (-1.6150, -0.1053, -1.0440)
C (-2.0094, 0.5451, 0.6464)
O (1.7661, 0.0721, -1.0493)
C (1.7731, 1.2978, -0.6458)
O (0.9671, 1.8961, 0.2287)
H (-0.7075, -2.1404, -0.7318)
H (-2.4218, -0.1608, 1.4434)
H (-1.0622, 1.2922, 0.9691)
H (-2.7007, 1.3666, 0.5902)
H (2.4577, 1.8232, -1.3211)

Here are the Mulliken charges for atoms 1 to 6, given in e:
1 H 0.27
2 N -0.67
3 C 0.65
4 N -0.35
5 S -0.04
6 C -0.73